Entry 1:
{"formula": "C3H4LiO3Yb", "method": "ωB97M-V with the def2-TZVPD basis set", "symbols": ["H", "C", "C", "O", "C", "O", "O", "Yb", "H", "H", "H", "Li"], "coordinates": [[2.842, -1.322, 0.127], [-2.518, -0.768, 0.273], [-1.282, -0.121, -0.277], [-0.288, -1.111, -0.439], [0.917, -0.834, 0.063], [1.643, -1.871, 0.137], [-3.601, -0.219, 0.263], [2.839, 1.291, -0.083], [-2.423, -1.810, 0.634], [-0.983, 0.685, 0.415], [-1.507, 0.361, -1.240], [-4.682, 1.236, -0.125]], "lowdin_spin": [0.2256, -0.0001, 0.0030, 0.0149, 0.0899, 0.1835, 0.0000, 0.4825, 0.0000, 0.0002, 0.0002, 0.0003], "lumo_ev": [-7.418, -8.211], "gap_ev": [5.95, 8.24], "e_tot_ev": -41032.9605, "s2": 0.752, "total_charge": 2, "multiplicity": 2}

---

Entry 2:
{"formula": "H4OS2", "method": "ωB97M-V with the def2-TZVPD basis set", "symbols": ["S", "S", "H", "H", "O", "H", "H"], "coordinates": [[0.782, 2.779, -0.501], [0.411, 0.736, -0.491], [2.063, 2.621, -0.856], [-0.715, 0.885, 0.203], [-1.001, -2.648, 0.353], [-0.070, -2.465, 0.539], [-1.470, -1.909, 0.753]], "lowdin_charge": [0.2251, 0.2134, -0.2068, -0.2160, -0.0678, 0.0293, 0.0228], "lumo_ev": 0.152, "gap_ev": 8.88, "e_tot_ev": -23782.4099, "smiles": "SS.O"}

---

The following ΔE to the lowest compared entry with this formula, charge and spin values (in kJ/mol) correspond, in order, to the records above: 310.3, 35.5.